The following is a DFT calculation (wB97M-V/def2-TZVPD) of a structure of composition C18H15AsF2N4STl in a non-equilibrium geometry.

The geometry in XYZ format:
```
42
Properties=species:S:1:pos:R:3
Tl 0.468 0.185 -0.738
F -1.969 4.720 1.059
C -1.959 3.749 0.150
C -0.837 2.945 0.054
C -0.871 1.956 -0.899
C -1.931 1.707 -1.757
C -3.025 2.556 -1.588
F -4.116 2.369 -2.333
C -3.062 3.568 -0.653
C -1.919 0.594 -2.744
C -2.554 0.646 -3.973
C -2.448 -0.445 -4.824
C -1.744 -1.565 -4.414
C -1.131 -1.536 -3.177
N -1.206 -0.468 -2.374
H 0.009 3.133 0.701
H -3.938 4.197 -0.552
H -3.108 1.522 -4.272
H -2.908 -0.411 -5.805
H -1.655 -2.441 -5.043
H -0.560 -2.376 -2.807
N 1.258 -1.815 -1.177
C 2.027 -2.626 -0.794
C 2.855 -3.607 -0.338
C 3.927 -4.108 -1.144
N 4.789 -4.502 -1.802
C 2.574 -4.132 0.967
N 2.338 -4.499 2.035
C 2.515 -1.420 3.343
As 1.141 -0.125 3.057
C 0.271 0.177 4.734
C 2.000 1.532 2.595
S -0.339 -0.721 1.636
H 3.082 -1.129 4.226
H 3.169 -1.461 2.478
H 2.058 -2.392 3.488
H 1.017 0.435 5.481
H -0.252 -0.726 5.030
H -0.440 0.988 4.621
H 2.721 1.780 3.371
H 1.243 2.308 2.538
H 2.510 1.437 1.643
```

Summary:
Frontier orbital gap   6.38 eV
2S+1   1
Charge   +1
Energy relative to the best compared isomer or geometry (same formula, charge and spin)   131.7 kJ/mol
HOMO   -11.39 eV

=====

The following is a DFT calculation (wB97M-V/def2-TZVPD) of a structure of composition C18H15AuINO3S5.

The geometry in XYZ format:
```
44
Properties=species:S:1:pos:R:3
Au 0.114 0.155 -0.325
S 5.670 4.754 -0.824
C 4.427 3.714 -0.770
S 2.804 4.186 -0.357
C 2.052 2.631 -0.492
C 2.910 1.570 -0.850
S 2.434 -0.022 -1.074
S 4.573 2.014 -1.095
S 0.394 2.490 -0.222
O -2.466 0.641 -0.196
C -2.914 1.293 1.002
C -3.311 0.255 2.033
C -2.230 -0.791 2.302
C -1.039 -0.220 3.015
C -1.055 -0.005 4.391
C 0.065 0.512 5.015
C 1.183 0.806 4.248
C 1.112 0.578 2.887
N 0.035 0.082 2.283
H -2.859 1.061 -0.966
H -3.768 1.932 0.769
H -2.106 1.933 1.375
H -4.225 -0.246 1.712
H -3.549 0.785 2.962
H -1.897 -1.257 1.375
H -2.660 -1.588 2.913
H -1.940 -0.258 4.960
H 0.070 0.675 6.084
H 2.087 1.200 4.689
H 1.955 0.797 2.240
I 1.245 -1.127 -7.183
C 0.735 -1.651 -5.235
C -0.168 -0.871 -4.529
C -0.487 -1.216 -3.225
C 0.076 -2.333 -2.623
C 0.946 -3.127 -3.363
C 1.293 -2.784 -4.658
C -0.243 -2.763 -1.210
O -0.370 -3.942 -0.954
O -0.397 -1.832 -0.308
H -0.622 -0.005 -4.990
H -1.210 -0.612 -2.688
H 1.348 -4.018 -2.900
H 1.987 -3.396 -5.217
```

Summary:
Frontier orbital gap (alpha / beta)   7.46 / 5.93 eV
2S+1   3
HOMO (alpha / beta)   -8.15 / -8.62 eV
⟨S²⟩   2.0260

=====

The following is a DFT calculation (wB97M-V/def2-TZVPD) of a structure of composition C18H15F5N9Pt in a non-equilibrium geometry.

The geometry in XYZ format:
```
48
Properties=species:S:1:pos:R:3
Pt -0.122 0.099 0.002
N 0.714 3.361 -2.631
C 0.824 2.228 -1.964
N -0.025 1.814 -1.054
C -1.179 2.644 -0.775
N -2.080 2.278 0.032
N -1.774 0.991 0.522
C -2.505 0.421 1.401
C -2.092 -0.910 1.753
C -2.781 -1.740 2.636
C -2.385 -3.042 2.796
C -1.312 -3.529 2.049
C -0.643 -2.662 1.224
N -0.978 -1.363 1.114
C -1.285 3.941 -1.482
C -2.335 4.832 -1.249
C -2.399 6.019 -1.940
C -1.413 6.338 -2.886
C -0.378 5.468 -3.126
C -0.331 4.273 -2.411
H 1.431 3.578 -3.311
H 1.679 1.620 -2.194
H -3.382 0.920 1.792
H -3.639 -1.342 3.162
H -2.920 -3.695 3.473
H -1.013 -4.564 2.093
H 0.172 -2.986 0.599
H -3.089 4.568 -0.520
H -3.213 6.704 -1.756
H -1.465 7.269 -3.432
H 0.387 5.701 -3.855
N 1.976 -3.784 2.792
C 1.935 -2.447 3.027
N 1.983 -2.014 4.311
N 1.807 -1.601 2.071
C 2.303 -1.471 0.852
N 1.730 -0.845 -0.172
H 2.234 -4.418 3.528
H 2.188 -4.076 1.851
H 1.815 -2.642 5.075
H 1.808 -1.038 4.469
F 1.832 -0.698 -2.424
C 2.584 -0.653 -1.284
F 3.158 0.600 -1.222
C 3.763 -1.641 -1.495
F 4.295 -1.400 -2.698
F 4.699 -1.495 -0.598
F 3.334 -2.886 -1.468
```

Summary:
Frontier orbital gap   4.51 eV
2S+1   1
Charge   +1
Energy relative to the best compared isomer or geometry (same formula, charge and spin)   35.3 kJ/mol
HOMO   -8.73 eV

=====

The following is a DFT calculation (wB97M-V/def2-TZVPD) of a structure of composition C18H15MnN5O5.

The geometry in XYZ format:
```
44
Properties=species:S:1:pos:R:3
Mn 0.429 -0.005 -0.195
O 0.067 -0.324 5.779
C 0.148 -0.188 4.474
C 0.098 1.055 3.810
C 0.210 1.044 2.441
N 0.384 -0.081 1.769
C 0.345 -1.266 2.363
C 0.239 -1.383 3.723
C 0.336 -2.337 1.308
O 0.453 -3.502 1.403
O 0.178 -1.699 0.060
C 0.033 2.175 1.463
O -0.042 3.332 1.641
O -0.060 1.599 0.180
H -0.024 0.512 6.258
H -0.055 1.985 4.342
H 0.193 -2.345 4.215
C 5.451 -1.622 0.689
C 4.403 -0.666 0.257
C 4.489 0.625 -0.232
C 3.196 1.024 -0.564
N 2.347 0.015 -0.288
N 3.096 -0.990 0.253
C 2.769 2.332 -1.127
H 6.431 -1.161 0.599
H 5.436 -2.520 0.070
H 5.304 -1.919 1.728
H 5.386 1.205 -0.362
H 2.705 -1.913 0.369
H 3.500 2.661 -1.864
H 2.731 3.095 -0.347
H 1.794 2.280 -1.606
N -0.753 0.225 -7.443
C -0.566 0.197 -6.311
C -0.330 0.165 -4.898
C 0.299 -0.932 -4.313
C 0.514 -0.921 -2.953
N 0.134 0.108 -2.174
C -0.480 1.163 -2.739
C -0.726 1.230 -4.093
H 0.613 -1.778 -4.908
H 0.991 -1.758 -2.462
H -0.777 1.966 -2.078
H -1.220 2.095 -4.513
```

Summary:
Frontier orbital gap (alpha / beta)   6.66 / 7.46 eV
2S+1   2
Charge   +2
HOMO (alpha / beta)   -16.48 / -16.47 eV
⟨S²⟩   0.7786